Entry 1:
{"formula": "C5H15N2", "method": "ωB97M-V with the def2-TZVPD basis set", "e_above_lowest_kcal_mol": 141.56, "orbital_gap_ha": 0.2340, "multiplicity": 1, "lumo_energy_ha": -0.3145, "e_tot_ev": -8396.5380, "charge": 1, "species": ["N", "N", "C", "C", "C", "C", "C", "H", "H", "H", "H", "H", "H", "H", "H", "H", "H", "H", "H", "H", "H", "H"], "xyz": [[-1.340951, -0.508350, -0.383947], [0.102293, 0.202432, -2.248653], [-2.500663, 0.309049, -0.101344], [0.393480, 0.284749, 1.443294], [-0.583744, -0.762795, 0.843746], [1.529251, 0.753310, 0.569969], [2.472274, -0.395247, 0.164469], [-1.328863, -1.090778, 1.578387], [-2.323938, 0.979138, 0.744506], [1.199245, 1.266974, -0.326873], [-0.335765, -0.603305, -2.726209], [-0.199715, 1.063483, 1.933992], [-3.368463, -0.290199, 0.197827], [2.101436, 1.508139, 1.116845], [3.215217, 0.008624, -0.518883], [-0.222181, 0.999842, -2.816898], [-0.075113, -1.703312, 0.602583], [-0.663891, -0.051481, -1.224855], [2.958899, -0.837604, 1.030351], [0.751175, -0.242101, 2.333587], [1.892132, -1.157794, -0.353025], [-2.764597, 0.849565, -1.008425]], "atomic_forces_ev_per_a": [[-1.319, 0.010, 2.418], [-0.657, -0.492, 0.512], [0.451, 0.818, -0.425], [-0.757, -0.011, 1.103], [0.237, -1.620, -1.465], [0.612, -0.301, -0.033], [-0.547, 0.663, -0.014], [-0.235, 0.726, 0.128], [-0.003, 0.152, -0.115], [-0.276, 0.035, -0.063], [0.231, 0.068, -0.064], [-0.023, 0.349, -0.594], [0.220, -0.533, -0.209], [-0.111, -0.072, 0.187], [0.142, -0.237, -0.003], [-0.159, 0.103, 0.521], [0.591, 0.353, 0.040], [1.218, 0.328, -1.694], [0.058, -0.036, 0.010], [0.383, -0.156, -0.209], [0.213, -0.173, -0.136], [-0.268, 0.029, 0.106]]}

Entry 2:
{"formula": "C5H15N2", "method": "ωB97M-V with the def2-TZVPD basis set", "e_above_lowest_kcal_mol": 39.17, "orbital_gap_ha": 0.3527, "multiplicity": 1, "lumo_energy_ha": -0.1103, "e_tot_ev": -8400.9780, "charge": 1, "species": ["N", "N", "C", "C", "C", "C", "C", "H", "H", "H", "H", "H", "H", "H", "H", "H", "H", "H", "H", "H", "H", "H"], "xyz": [[0.483857, -0.523030, -1.089576], [-0.794174, 1.500870, 1.937123], [-0.727458, -0.788374, -1.907151], [-1.001246, 2.291674, 0.698303], [0.207865, -0.741011, 1.954533], [0.261922, 0.617086, 1.793669], [1.554558, -1.546289, -1.228130], [-0.468260, -0.854409, -2.964032], [1.785322, -1.639648, -2.279172], [2.407319, -1.264501, -0.645711], [0.239127, -0.522189, -0.078067], [-0.784081, -1.176866, 2.184310], [-1.665397, 1.037260, 2.219169], [1.201127, 1.091626, 1.509089], [1.285547, -2.500206, -0.785344], [-1.434132, 0.022752, -1.787121], [-1.465148, 1.694369, -0.098016], [-1.247783, -1.657585, -1.535240], [-1.719413, 3.075016, 0.913268], [-0.107473, 2.820336, 0.365312], [0.873458, 0.420388, -1.267981], [1.114462, -1.357267, 2.090767]], "atomic_forces_ev_per_a": [[0.240, 0.019, 0.114], [0.085, -0.343, -1.249], [-0.238, 0.513, -0.206], [-0.844, 0.409, 0.710], [-0.381, 0.853, 0.370], [0.041, -1.375, 0.456], [0.011, -0.208, -0.153], [0.048, -0.235, 0.192], [0.237, -0.178, -0.117], [0.587, 0.618, 0.053], [-0.187, 0.164, 0.260], [0.782, 0.052, -0.001], [0.522, 0.260, -0.027], [-0.039, 0.081, 0.183], [-0.691, -0.035, -0.268], [0.074, 0.368, 0.044], [0.365, -0.027, -0.089], [0.272, -0.511, -0.045], [-0.134, 0.156, 0.074], [0.181, -0.394, 0.092], [-0.308, -0.637, -0.126], [-0.622, 0.451, -0.268]]}

Entry 3:
{"formula": "C5H15N2", "method": "ωB97M-V with the def2-TZVPD basis set", "e_above_lowest_kcal_mol": 97.62, "orbital_gap_ha": 0.1880, "multiplicity": 1, "lumo_energy_ha": -0.2786, "e_tot_ev": -8398.4433, "charge": 1, "species": ["N", "N", "C", "C", "C", "C", "C", "H", "H", "H", "H", "H", "H", "H", "H", "H", "H", "H", "H", "H", "H", "H"], "xyz": [[3.265355, -0.164670, -0.093007], [-3.382783, 1.700039, -1.456795], [0.870374, -0.470519, -0.891439], [0.106040, -0.066214, 1.491548], [-1.355546, -0.642790, 1.508311], [0.439586, 0.488019, 0.190710], [2.201559, -1.145084, -0.464385], [-1.477864, -1.146050, 2.458513], [-0.208075, 1.313615, -0.100749], [-1.442855, -1.385050, 0.710396], [3.616559, 0.325709, -0.914303], [0.114776, -1.273792, -0.958908], [-2.610844, 1.114246, -1.223178], [-3.314089, 2.679197, -1.284187], [2.725000, 0.588501, 0.353808], [-2.028846, 0.178052, 1.266038], [0.931340, 0.053941, -1.851041], [1.949819, -1.591776, 0.489746], [-3.923839, 1.438892, -2.255264], [0.815207, -0.782743, 1.895420], [2.535560, -1.882744, -1.175735], [0.173562, 0.671229, 2.304503]], "atomic_forces_ev_per_a": [[-1.321, 0.309, -0.720], [-0.551, -0.256, 0.536], [1.513, 1.640, 0.077], [2.024, 0.861, 1.922], [0.395, 0.247, -1.572], [-3.500, -3.536, -0.888], [0.184, 0.955, 0.931], [-0.224, 0.352, 0.235], [0.865, 0.862, -0.034], [-0.049, -0.005, 0.169], [0.227, -0.338, -0.135], [-0.258, 0.360, 0.259], [0.216, 0.050, -0.239], [0.257, 0.245, -0.061], [0.781, -0.105, 0.392], [-0.408, -0.249, 0.546], [-0.040, -0.227, 0.104], [0.213, -0.821, -0.120], [0.103, -0.063, -0.234], [0.006, -0.632, -0.663], [0.120, -0.145, -0.119], [-0.552, 0.492, -0.386]]}

Entry 4:
{"formula": "C5H15N2", "method": "ωB97M-V with the def2-TZVPD basis set", "e_above_lowest_kcal_mol": 66.63, "orbital_gap_ha": 0.3096, "multiplicity": 1, "lumo_energy_ha": -0.1367, "e_tot_ev": -8399.7871, "charge": 1, "species": ["N", "N", "C", "C", "C", "C", "C", "H", "H", "H", "H", "H", "H", "H", "H", "H", "H", "H", "H", "H", "H", "H"], "xyz": [[-1.513840, 1.409977, 1.587248], [1.332689, -0.368939, -0.936473], [-0.830932, -1.283181, -0.316442], [1.822657, 0.851254, -1.648876], [-0.511184, -0.862703, 1.125808], [0.098904, -0.711851, -1.369438], [-0.175909, 0.584982, 1.468715], [-1.871067, -0.970979, -0.552278], [1.832791, 1.656195, -0.885786], [-1.893311, 1.425847, 0.596341], [-0.641595, -2.452865, -0.405472], [-0.417390, 0.273131, -1.656332], [0.281697, -1.462679, 1.388869], [0.204209, 0.926368, 0.481836], [-1.248184, -1.247632, 1.902089], [1.087705, 1.037574, -2.438043], [0.084142, -1.381193, -2.368523], [1.912360, -1.200482, -0.798005], [-1.449125, 2.182434, 2.227564], [2.755962, 0.846419, -2.153102], [-2.169029, 0.783935, 2.177158], [0.377670, 0.825655, 2.369663]], "atomic_forces_ev_per_a": [[-1.152, -4.027, 0.522], [3.434, 0.601, 0.689], [-0.316, -2.183, 0.059], [-0.915, -0.253, 1.064], [-1.859, -0.147, 1.590], [-4.222, 0.336, -3.181], [-1.190, 0.527, -2.378], [0.475, -0.885, -0.189], [0.040, -0.037, -0.734], [0.144, 1.103, 1.827], [-1.193, 2.260, 0.659], [0.550, -1.287, -0.050], [2.372, -0.897, 0.759], [0.725, 0.516, 1.356], [0.189, 0.362, -1.132], [0.272, 0.428, 0.216], [-0.272, 1.289, 1.955], [0.410, 0.914, -0.393], [0.179, 1.443, -0.862], [1.121, -0.567, -0.057], [0.871, 0.844, -1.473], [0.336, -0.341, -0.246]]}

Entry 5:
{"formula": "C5H15N2", "method": "ωB97M-V with the def2-TZVPD basis set", "e_above_lowest_kcal_mol": 109.27, "orbital_gap_ha": 0.2174, "multiplicity": 1, "lumo_energy_ha": -0.2592, "e_tot_ev": -8397.9383, "charge": 1, "species": ["N", "N", "C", "C", "C", "C", "C", "H", "H", "H", "H", "H", "H", "H", "H", "H", "H", "H", "H", "H", "H", "H"], "xyz": [[-3.432463, -1.082228, -1.554980], [-1.388377, 1.239745, 1.733010], [-1.059179, 0.901695, 0.292509], [1.424045, 0.504108, 0.941105], [0.439648, 1.124416, 0.093708], [2.554686, -0.929362, -0.956096], [1.967236, -0.970215, 0.412023], [0.860948, 1.844880, -0.581986], [-0.405210, 1.459587, 1.994144], [-1.785204, 2.177219, 1.803892], [1.079884, 0.304067, 1.983791], [2.662859, -1.425164, 1.058261], [1.784332, -0.444937, -1.486228], [3.315049, -0.173155, -0.986921], [0.983021, -1.538166, 0.544442], [2.766121, -1.904580, -1.529372], [-3.860351, -0.171284, -1.372697], [-1.572056, 1.579311, -0.455887], [2.456259, 0.862283, 1.024155], [-3.804821, -1.623410, -2.332979], [-1.429300, -0.125205, 0.057672], [-3.557130, -1.609596, -0.681560]], "atomic_forces_ev_per_a": [[0.509, -0.008, 1.263], [2.587, 0.591, -0.762], [-0.547, 1.052, -1.618], [1.183, -0.973, 1.192], [-0.009, -1.196, 1.574], [-0.755, -0.451, -1.093], [-3.295, -1.695, 0.045], [-0.376, 0.245, -0.829], [-1.238, -0.247, 1.410], [-0.418, -0.147, -0.377], [-0.091, -0.241, -0.885], [0.656, 0.190, 1.627], [-1.010, 0.376, -1.630], [1.122, -0.197, -0.102], [1.538, 0.189, -0.711], [0.028, 1.448, 1.486], [-0.232, -0.631, -0.756], [0.378, -0.800, 0.925], [-0.523, 1.377, -0.386], [-0.206, 0.607, 0.325], [0.741, 0.438, 0.029], [-0.043, 0.071, -0.727]]}

Entry 6:
{"formula": "C5H15N2", "method": "ωB97M-V with the def2-TZVPD basis set", "e_above_lowest_kcal_mol": 60.43, "orbital_gap_ha": 0.4051, "multiplicity": 1, "lumo_energy_ha": -0.1074, "e_tot_ev": -8400.0559, "charge": 1, "species": ["N", "N", "C", "C", "C", "C", "C", "H", "H", "H", "H", "H", "H", "H", "H", "H", "H", "H", "H", "H", "H", "H"], "xyz": [[0.184659, 0.122296, -0.783129], [0.323532, -1.538261, 1.067938], [-0.160271, 2.044642, -2.353020], [-0.987195, -0.838505, 1.006249], [-1.111521, 0.407695, -0.140349], [0.716136, 1.434683, -1.314905], [0.962423, -1.974652, 2.416649], [1.111771, -0.992836, 2.864319], [0.176991, -2.420079, 3.065815], [1.918986, -2.481561, 2.278424], [-1.873643, -1.489289, 0.982904], [0.810930, -0.732135, 0.458734], [0.487704, -2.289408, 0.398080], [-1.220533, -0.262615, 1.908633], [-1.987068, 0.453113, -0.758763], [1.760955, 1.232672, -1.683622], [0.248480, 1.765692, -3.325143], [-1.010592, 1.282607, 0.502487], [-0.135295, 3.139584, -2.155121], [-1.194202, 1.752276, -2.546172], [0.220116, -0.535633, -1.566629], [0.757636, 1.919715, -0.323379]], "atomic_forces_ev_per_a": [[0.746, 1.884, -1.482], [1.188, 0.552, -0.484], [0.247, 1.417, -1.093], [-3.565, 0.907, 0.331], [2.669, -3.659, 2.042], [0.770, -2.161, 1.823], [-1.821, 2.222, -0.172], [0.536, -0.160, 0.357], [0.811, -0.406, -0.791], [-0.535, -0.173, -0.129], [0.696, -0.345, -0.441], [0.204, -0.386, 0.430], [-1.015, -0.248, 0.063], [0.963, -0.523, 0.380], [-0.413, -0.432, -0.095], [-1.027, 0.486, 0.371], [0.367, 0.688, -0.144], [0.005, 0.215, -0.629], [-0.111, -0.605, -0.840], [-0.143, -0.220, 1.181], [-0.927, 0.024, 0.301], [0.356, 0.924, -0.976]]}

- What is the formula in the second record?
  C5H15N2